{
  "formula": "C69H85F3N6O27S5",
  "method": "ωB97M-V/def2-TZVPD",
  "orbital_gap_ev": 8.060,
  "e_lumo_ev": -1.0,
  "total_energy_ev": -199460.3446,
  "largest_force_ev_per_a": 4.1,
  "elements": ["O", "S", "O", "O", "C", "C", "C", "H", "H", "H", "H", "H", "H", "H", "H", "O", "S", "O", "O", "C", "C", "C", "H", "H", "H", "H", "H", "H", "H", "H", "O", "S", "O", "O", "C", "C", "C", "H", "H", "H", "H", "H", "H", "H", "H", "O", "S", "O", "O", "C", "C", "C", "H", "H", "H", "H", "H", "H", "H", "H", "O", "S", "O", "O", "C", "C", "C", "H", "H", "H", "H", "H", "H", "H", "H", "C", "C", "C", "C", "C", "C", "N", "O", "O", "H", "H", "H", "H", "H", "C", "C", "C", "C", "C", "C", "N", "O", "O", "H", "H", "H", "H", "H", "C", "C", "C", "C", "C", "C", "N", "O", "O", "H", "H", "H", "H", "H", "C", "C", "C", "C", "C", "C", "N", "O", "O", "H", "H", "H", "H", "H", "C", "C", "C", "C", "C", "C", "N", "O", "O", "H", "H", "H", "H", "H", "C", "C", "C", "C", "C", "C", "N", "O", "O", "H", "H", "H", "H", "H", "F", "C", "C", "C", "C", "C", "C", "H", "H", "H", "H", "H", "F", "C", "C", "C", "C", "C", "C", "H", "H", "H", "H", "H", "F", "C", "C", "C", "C", "C", "C", "H", "H", "H", "H", "H"],
  "xyz": [[-1.8735, -4.4196, -2.7232], [-3.2911, -4.3676, -3.0899], [-3.6931, -4.4426, -4.5159], [-4.1276, -5.5959, -2.3048], [-5.4840, -5.8739, -2.7102], [-5.7757, -7.4103, -2.5708], [-4.0703, -2.9076, -2.2226], [-5.7314, -5.5162, -3.7097], [-6.1469, -5.2143, -2.1501], [-5.1835, -7.8006, -1.7431], [-5.3591, -7.8984, -3.4519], [-6.8454, -7.5969, -2.4760], [-4.4913, -3.2103, -1.2638], [-4.7771, -2.4050, -2.8827], [-3.2800, -2.1885, -2.0069], [3.6332, 6.6221, 1.6943], [2.9266, 7.5075, 2.6175], [2.7174, 8.9005, 2.2079], [1.3990, 6.8727, 2.8027], [1.2384, 5.4706, 2.7659], [-0.0462, 4.9299, 3.2964], [3.5934, 7.3210, 4.3250], [1.9999, 4.9724, 3.3659], [1.3501, 5.1662, 1.7253], [-0.1295, 5.3264, 4.3083], [-0.2559, 3.8711, 3.1446], [-0.8727, 5.3932, 2.7575], [4.0092, 6.3204, 4.4438], [2.7723, 7.5608, 5.0006], [4.4037, 8.0296, 4.4969], [3.3188, 1.0496, -0.9771], [4.3896, 0.1434, -1.2570], [5.4154, -0.1235, -0.2110], [3.8345, -1.2728, -1.9875], [4.6937, -2.3652, -2.0132], [3.9022, -3.4554, -2.7854], [5.3331, 0.8973, -2.7213], [4.9236, -2.6364, -0.9828], [5.6398, -2.1549, -2.5119], [4.5310, -4.3349, -2.9234], [3.6068, -3.0761, -3.7637], [3.0668, -3.8130, -2.1835], [4.7114, 0.8319, -3.6142], [6.2896, 0.4459, -2.9850], [5.5681, 1.9149, -2.4092], [0.5054, -1.9739, 1.2660], [-0.2506, -1.4357, 0.1411], [-1.6645, -1.2203, 0.3158], [0.4846, 0.0188, -0.2678], [-0.2345, 1.1783, -0.6458], [-0.2076, 2.0359, 0.6445], [0.0197, -2.3445, -1.4007], [-1.1969, 1.0035, -1.1268], [0.3275, 1.6903, -1.4269], [0.7700, 1.9107, 1.1101], [-0.9881, 1.6588, 1.3053], [-0.3750, 3.0804, 0.3819], [-0.6872, -1.8775, -2.0865], [-0.1334, -3.3785, -1.0917], [1.0605, -2.1403, -1.6524], [-1.4750, 5.5965, 0.1521], [-2.7347, 4.9436, -0.2576], [-2.7426, 3.5900, -0.8608], [-3.8521, 4.9271, 0.9920], [-3.9743, 6.0586, 1.8261], [-5.3331, 5.9763, 2.5454], [-3.6204, 6.0462, -1.5004], [-3.9425, 7.0233, 1.3198], [-3.1409, 5.9522, 2.5204], [-5.5174, 4.9927, 2.9775], [-6.2378, 6.2197, 1.9883], [-5.3246, 6.5759, 3.4557], [-2.9313, 6.3550, -2.2865], [-4.1185, 6.9137, -1.0673], [-4.4870, 5.5240, -1.9058], [-4.9970, 1.3788, -1.2437], [-5.8090, 0.6011, -2.0659], [-6.3930, -0.5609, -1.5113], [-5.9971, -0.9885, -0.2223], [-5.0633, -0.1806, 0.5133], [-4.6082, 1.0205, -0.0195], [-6.5157, -2.1885, 0.3663], [-6.4352, -2.3993, 1.5827], [-7.0706, -3.0266, -0.3552], [-4.6423, 2.3099, -1.6602], [-6.0195, 1.0174, -3.0400], [-7.0598, -1.1646, -2.1090], [-4.7646, -0.4686, 1.5104], [-3.8163, 1.5852, 0.4499], [1.5732, 4.7186, -1.5192], [0.5289, 4.9403, -2.4357], [0.8007, 5.5079, -3.6920], [2.1017, 5.8857, -4.0988], [3.1619, 5.7077, -3.1723], [2.8774, 5.1345, -1.9084], [2.3400, 6.5146, -5.4247], [3.4502, 6.4462, -5.9739], [1.3345, 7.0447, -5.9792], [1.3906, 4.1419, -0.6245], [-0.4899, 4.6687, -2.2020], [-0.0362, 5.6655, -4.3562], [4.1526, 6.0146, -3.4735], [3.7045, 5.1432, -1.2138], [4.1823, -4.3206, 1.4857], [2.8538, -4.1854, 1.8045], [2.4767, -3.4109, 2.8881], [3.4245, -2.8080, 3.7387], [4.7894, -2.9028, 3.3681], [5.1885, -3.6425, 2.2383], [3.0123, -1.9507, 4.9306], [1.8000, -1.8438, 5.2014], [3.9038, -1.3430, 5.5512], [4.4764, -4.8714, 0.6045], [2.1447, -4.6598, 1.1424], [1.4426, -3.1126, 2.9778], [5.5558, -2.4276, 3.9624], [6.1914, -3.8783, 1.9145], [0.4837, -5.5811, 4.5945], [0.3385, -5.7813, 3.2279], [-0.6598, -5.1212, 2.5404], [-1.5540, -4.2918, 3.2071], [-1.4750, -4.1355, 4.6082], [-0.4672, -4.8322, 5.3191], [-2.5759, -3.4609, 2.4428], [-3.1509, -2.5481, 3.0445], [-2.7393, -3.7541, 1.2415], [1.2821, -6.0443, 5.1552], [0.8745, -6.4824, 2.6053], [-0.7303, -5.2408, 1.4693], [-2.1284, -3.4048, 5.0615], [-0.0883, -4.6098, 6.3057], [2.1911, -10.6770, 0.6372], [3.3231, -10.1071, 0.0374], [3.2831, -8.7740, -0.3780], [2.0518, -8.1383, -0.4270], [0.8850, -8.7338, 0.0962], [0.9574, -10.0241, 0.6871], [1.9791, -6.6711, -0.7926], [0.9163, -6.0872, -0.7386], [3.0139, -6.0973, -1.0322], [2.2726, -11.6565, 1.0847], [4.2408, -10.6187, -0.2126], [4.1326, -8.3311, -0.8767], [-0.0585, -8.2149, 0.1793], [0.0639, -10.4254, 1.1419], [-1.2757, 0.2749, 4.2510], [-2.2505, 1.1002, 3.5943], [-2.4464, 2.3494, 4.0047], [-1.8346, 2.8246, 5.1727], [-0.7543, 2.0742, 5.7563], [-0.5773, 0.7153, 5.3333], [-2.3113, 4.0418, 5.8067], [-2.0640, 4.2061, 7.0036], [-3.0996, 4.8421, 5.2277], [-1.0754, -0.7490, 3.9718], [-2.8674, 0.7319, 2.7880], [-3.2584, 2.8627, 3.5113], [-0.2166, 2.4297, 6.6228], [0.0795, 0.0744, 5.9028], [4.6580, 3.8865, 5.1523], [4.0867, 3.1450, 4.2053], [4.5383, 3.3353, 2.9588], [4.0385, 2.5439, 1.9058], [3.1233, 1.5634, 2.2645], [2.6471, 1.3493, 3.5434], [3.1576, 2.1817, 4.5047], [5.2829, 4.0817, 2.7248], [4.3428, 2.5073, 0.8702], [2.6871, 1.0339, 1.4304], [2.0713, 0.4840, 3.8367], [2.8423, 2.0652, 5.5311], [-2.2850, -1.4396, -4.3868], [-2.1434, -0.0912, -4.5924], [-2.6819, 0.8621, -3.7914], [-2.6440, 2.2375, -4.0744], [-2.0416, 2.6139, -5.2680], [-1.5182, 1.6418, -6.1600], [-1.6133, 0.3091, -5.8018], [-3.2587, 0.4974, -2.9543], [-3.0680, 2.9283, -3.3606], [-2.0461, 3.6534, -5.5609], [-1.1288, 2.0597, -7.0766], [-1.2225, -0.4893, -6.4152], [2.4925, 2.4692, -7.3821], [2.3307, 1.4638, -6.4990], [1.9162, 1.7743, -5.1956], [1.5526, 0.7526, -4.3235], [1.6917, -0.5775, -4.7108], [2.3046, -0.8961, -5.9691], [2.5638, 0.1320, -6.8998], [1.7770, 2.8354, -5.0501], [1.2428, 0.9926, -3.3171], [1.3161, -1.4527, -4.2015], [2.3739, -1.9222, -6.2986], [2.9311, 0.0536, -7.9124]]
}



{
  "formula": "C69H89FN11O2S",
  "method": "ωB97M-V/def2-TZVPD",
  "charge": 1,
  "orbital_gap_ev": 5.451,
  "e_lumo_ev": -5.3,
  "total_energy_ev": -107025.1414,
  "largest_force_ev_per_a": 3.1,
  "elements": ["C", "C", "C", "C", "C", "C", "C", "C", "C", "C", "C", "C", "C", "C", "C", "C", "C", "C", "C", "C", "C", "C", "N", "N", "C", "C", "S", "O", "O", "F", "H", "H", "H", "H", "H", "H", "H", "H", "H", "H", "H", "H", "H", "H", "H", "H", "H", "H", "H", "H", "H", "H", "H", "H", "H", "H", "H", "H", "H", "H", "H", "H", "H", "H", "H", "H", "H", "H", "H", "H", "H", "H", "H", "H", "N", "C", "C", "C", "C", "C", "H", "H", "H", "H", "H", "N", "C", "C", "C", "C", "C", "H", "H", "H", "H", "H", "N", "C", "C", "C", "C", "C", "H", "H", "H", "H", "H", "N", "C", "C", "C", "C", "C", "H", "H", "H", "H", "H", "N", "C", "C", "C", "C", "C", "H", "H", "H", "H", "H", "N", "C", "C", "C", "C", "C", "H", "H", "H", "H", "H", "N", "C", "C", "C", "C", "C", "H", "H", "H", "H", "H", "N", "C", "C", "C", "C", "C", "H", "H", "H", "H", "H", "N", "C", "C", "C", "C", "C", "H", "H", "H", "H", "H"],
  "xyz": [[-6.7548, -2.3999, 0.7214], [-5.9150, -2.2665, -0.5427], [-4.7592, -1.2817, -0.3529], [-4.3760, -0.6731, -1.6903], [-3.0749, 0.1438, -1.5705], [-3.3366, 1.6354, -1.6964], [-2.7528, 2.4899, -0.5723], [-3.2905, 2.0821, 0.8073], [-3.2226, 3.2925, 1.7395], [-4.2864, 3.3108, 2.8668], [-3.6910, 3.2993, 4.2949], [-4.0445, 2.1078, 5.1973], [-2.9296, 1.0532, 5.3009], [-3.4142, -0.3144, 5.7923], [-3.7331, -1.3455, 4.7206], [-2.4372, -1.7043, 4.0102], [-2.3619, -3.1256, 3.4677], [-1.2490, -3.1895, 2.4249], [0.1346, -2.9048, 3.0116], [0.9980, -2.1705, 1.9707], [1.3880, -0.7900, 2.3655], [0.6672, -0.0880, 3.2975], [1.0496, 1.1108, 3.6186], [2.0970, 1.7580, 3.1615], [2.7754, 1.1068, 2.2705], [2.4450, -0.1473, 1.8386], [3.4303, -0.8815, 0.5735], [2.5054, -1.3633, -0.3622], [4.3379, 0.0885, 0.1263], [4.1341, -2.0797, 1.1653], [-7.7202, -2.8176, 0.4775], [-6.2524, -2.9931, 1.4724], [-6.9034, -1.4088, 1.1329], [-5.5370, -3.2300, -0.8601], [-6.5134, -1.8608, -1.3490], [-5.0774, -0.5093, 0.3384], [-3.8728, -1.7626, 0.0162], [-4.2827, -1.4510, -2.4391], [-5.2109, -0.0464, -1.9748], [-2.3680, -0.1918, -2.3151], [-2.6367, -0.1032, -0.6120], [-2.9457, 1.9672, -2.6493], [-4.3924, 1.8563, -1.7091], [-3.0920, 3.4943, -0.7790], [-1.6679, 2.4691, -0.5821], [-4.3149, 1.7406, 0.7373], [-2.7084, 1.2621, 1.2096], [-2.2210, 3.3276, 2.1510], [-3.3337, 4.1847, 1.1461], [-4.8712, 4.2035, 2.7182], [-4.9192, 2.4509, 2.7101], [-2.6194, 3.4289, 4.2308], [-4.0906, 4.1724, 4.7890], [-4.9526, 1.6146, 4.8883], [-4.1482, 2.5027, 6.1967], [-2.3361, 1.0031, 4.3905], [-2.2605, 1.4310, 6.0689], [-4.2578, -0.1582, 6.4526], [-2.6072, -0.7296, 6.3849], [-4.4143, -0.8874, 4.0150], [-4.2089, -2.1965, 5.1860], [-2.2846, -1.0200, 3.1845], [-1.6458, -1.6114, 4.7460], [-2.1196, -3.8333, 4.2519], [-3.2844, -3.4562, 3.0231], [-1.2525, -4.0994, 1.8426], [-1.4557, -2.3809, 1.7348], [0.5993, -3.8481, 3.2456], [0.0578, -2.3682, 3.9418], [0.5559, -2.1769, 0.9886], [1.9135, -2.7367, 1.8829], [-0.2084, -0.5056, 3.7521], [0.4848, 1.6130, 4.2965], [3.6392, 1.5759, 1.8421], [9.1039, 0.9391, 1.7168], [7.8829, 0.6878, 1.2534], [7.2893, 1.3881, 0.2161], [8.0040, 2.4185, -0.3764], [9.2769, 2.6962, 0.0951], [9.7785, 1.9291, 1.1380], [7.3577, -0.1265, 1.7472], [6.2960, 1.1324, -0.1181], [7.5753, 2.9921, -1.1902], [9.8708, 3.4906, -0.3356], [10.7715, 2.1116, 1.5338], [7.0273, 4.2654, -3.1394], [5.9225, 4.8469, -3.6045], [5.7238, 5.1526, -4.9425], [6.7265, 4.8415, -5.8458], [7.8821, 4.2382, -5.3782], [7.9801, 3.9716, -4.0218], [5.1656, 5.0780, -2.8623], [4.8060, 5.6234, -5.2660], [6.6097, 5.0655, -6.8982], [8.6896, 3.9788, -6.0482], [8.8664, 3.4963, -3.6138], [3.4250, 6.9454, -1.9536], [2.9251, 7.4422, -3.0825], [2.5842, 8.7747, -3.2547], [2.7706, 9.6421, -2.1915], [3.2887, 9.1436, -1.0080], [3.5989, 7.7938, -0.9433], [2.7926, 6.7287, -3.8891], [2.1838, 9.1214, -4.1970], [2.5167, 10.6899, -2.2839], [3.4504, 9.7853, -0.1534], [4.0104, 7.3635, -0.0369], [10.5254, -2.4235, -2.6151], [9.4790, -3.1283, -3.0370], [8.3100, -3.2809, -2.3060], [8.2269, -2.6699, -1.0660], [9.3070, -1.9342, -0.6098], [10.4278, -1.8416, -1.4224], [9.5892, -3.5933, -4.0106], [7.4882, -3.8644, -2.6986], [7.3322, -2.7665, -0.4631], [9.2832, -1.4428, 0.3522], [11.2949, -1.2723, -1.1066], [-4.5665, -4.7651, 6.7841], [-5.6580, -5.4906, 6.5519], [-6.6868, -5.6495, 7.4679], [-6.5748, -5.0221, 8.6971], [-5.4455, -4.2638, 8.9577], [-4.4773, -4.1675, 7.9705], [-5.7044, -5.9673, 5.5790], [-7.5513, -6.2499, 7.2224], [-7.3550, -5.1221, 9.4401], [-5.3169, -3.7575, 9.9042], [-3.5789, -3.5808, 8.1325], [-8.1784, -1.1122, -2.4935], [-9.4037, -1.0378, -1.9802], [-10.5215, -0.6620, -2.7092], [-10.3556, -0.3420, -4.0465], [-9.0864, -0.4121, -4.5970], [-8.0373, -0.8029, -3.7794], [-9.4870, -1.2941, -0.9291], [-11.4945, -0.6216, -2.2400], [-11.2021, -0.0427, -4.6504], [-8.9123, -0.1703, -5.6361], [-7.0264, -0.8748, -4.1688], [-3.4886, 4.7204, -3.3886], [-4.5508, 5.4798, -3.6450], [-4.7418, 6.1601, -4.8381], [-3.7721, 6.0478, -5.8203], [-2.6588, 5.2625, -5.5707], [-2.5683, 4.6223, -4.3441], [-5.2842, 5.5426, -2.8483], [-5.6271, 6.7613, -4.9912], [-3.8822, 6.5634, -6.7653], [-1.8777, 5.1472, -6.3091], [-1.7149, 3.9946, -4.1087], [-2.9308, -2.8118, -3.5871], [-3.4304, -2.8210, -4.8195], [-3.1740, -3.8186, -5.7479], [-2.3478, -4.8651, -5.3752], [-1.8164, -4.8719, -4.0959], [-2.1404, -3.8260, -3.2460], [-4.0702, -1.9806, -5.0703], [-3.6107, -3.7743, -6.7356], [-2.1215, -5.6631, -6.0700], [-1.1665, -5.6695, -3.7637], [-1.7493, -3.7934, -2.2345], [8.0307, -8.1694, -1.1381], [8.8229, -8.8667, -0.3287], [10.0142, -8.3802, 0.1899], [10.4056, -7.0973, -0.1552], [9.5936, -6.3571, -0.9990], [8.4222, -6.9390, -1.4581], [8.4806, -9.8668, -0.0866], [10.6172, -8.9924, 0.8459], [11.3283, -6.6803, 0.2268], [9.8610, -5.3524, -1.2946], [7.7559, -6.3941, -2.1186]]
}